1.
C3H5NO2 in the gas phase, computed with ωB97M-V/def2-TZVPD.

```
11
Properties=species:S:1:pos:R:3
H 0.03 -3.48 0.09
N 0.20 -2.67 0.68
C 0.10 -1.62 -0.01
O 0.33 -0.43 0.62
C -0.04 0.75 0.06
C 0.28 1.94 0.57
O -0.79 0.65 -1.06
H -0.16 -1.52 -1.06
H 1.06 2.09 1.28
H -0.36 2.77 0.29
H -0.65 1.52 -1.46
```

Values from the calculation:
Energy relative to the best compared isomer or geometry (same formula, charge and spin) (kcal/mol): 48.2
Spin multiplicity: 1
LUMO level (hartree): 0.0240
DFT total energy (Ha): -322.49754

---

2.
C3H5NO2 in the gas phase, computed with ωB97M-V/def2-TZVPD.

```
11
Properties=species:S:1:pos:R:3
C -1.78 0.26 0.20
C -0.79 -0.34 -0.76
O -1.04 -1.16 -1.59
C 1.08 -0.29 0.44
O 0.50 0.19 -0.69
N 2.37 0.00 0.39
H -2.34 -0.53 0.70
H -1.30 0.89 0.95
H -2.48 0.86 -0.39
H 2.96 -0.37 1.12
H 2.82 0.49 -0.38
```

Values from the calculation:
Energy relative to the best compared isomer or geometry (same formula, charge and spin) (kcal/mol): 43.9
Spin multiplicity: 1
LUMO level (hartree): 0.0366
DFT total energy (Ha): -322.50443

---

3.
C3H5NO2 in the gas phase at a distorted geometry, computed with ωB97M-V/def2-TZVPD.

```
11
Properties=species:S:1:pos:R:3
O 2.22 -1.03 -0.60
N 1.63 -0.05 -0.03
C 0.34 0.08 0.05
C -0.78 0.99 0.56
O -1.75 0.07 0.03
C -0.74 -0.83 -0.47
H 2.44 0.49 0.27
H -0.86 1.97 0.09
H -0.87 1.09 1.65
H -0.82 -1.82 0.00
H -0.80 -0.95 -1.56
```

Values from the calculation:
Energy relative to the best compared isomer or geometry (same formula, charge and spin) (kcal/mol): 109.5
Spin multiplicity: 1
LUMO level (hartree): 0.0290
DFT total energy (Ha): -322.39991

---

4.
C3H5NO2 in the gas phase, computed with ωB97M-V/def2-TZVPD.

```
11
Properties=species:S:1:pos:R:3
H -0.56 -2.18 0.81
N 0.18 -1.51 1.00
C -0.11 -0.39 0.51
C -1.31 0.05 -0.28
O 0.79 0.65 0.75
C 1.70 0.89 -0.21
O 1.76 0.33 -1.27
H -1.02 0.25 -1.31
H -1.72 0.97 0.15
H -2.09 -0.72 -0.27
H 2.39 1.68 0.13
```

Values from the calculation:
Energy relative to the best compared isomer or geometry (same formula, charge and spin) (kcal/mol): 19.8
Spin multiplicity: 1
LUMO level (hartree): 0.0320
DFT total energy (Ha): -322.54274

---

5.
C3H5NO2 in the gas phase at a distorted geometry, computed with ωB97M-V/def2-TZVPD.

```
11
Properties=species:S:1:pos:R:3
N 2.04 1.31 2.02
C 1.35 0.98 1.15
C 0.62 0.17 0.16
O 1.12 0.25 -1.14
C -0.92 0.09 0.08
O -1.12 -0.99 -0.83
H 0.93 -0.75 0.72
H 0.56 -0.40 -1.61
H -1.46 0.98 -0.27
H -1.29 -0.18 1.07
H -1.93 -0.87 -1.33
```

Values from the calculation:
Energy relative to the best compared isomer or geometry (same formula, charge and spin) (kcal/mol): 47.5
Spin multiplicity: 1
LUMO level (hartree): 0.0133
DFT total energy (Ha): -322.49864

---

6.
A molecular structure, C3H5NO2, computed with ωB97M-V/def2-TZVPD.

```
11
Properties=species:S:1:pos:R:3
N 0.19 -2.03 -0.41
C 0.51 -0.85 -0.69
O 1.36 -0.13 -1.37
C 0.05 0.46 -0.30
C 0.16 1.69 0.41
O -0.76 1.40 -0.72
H -1.29 -1.31 1.04
H 0.77 -2.71 -0.87
H -1.62 -0.72 1.39
H -0.33 1.83 1.36
H 0.97 2.36 0.16
```

Values from the calculation:
Energy relative to the best compared isomer or geometry (same formula, charge and spin) (kcal/mol): 118.6
Spin multiplicity: 1
LUMO level (hartree): 0.0312
DFT total energy (Ha): -322.38527

---

7.
A molecular structure, C3H5NO2 at a distorted geometry, computed with ωB97M-V/def2-TZVPD.

```
11
Properties=species:S:1:pos:R:3
O 0.25 1.54 -0.28
C -0.06 0.45 0.57
C -1.20 0.75 -0.24
N 0.20 -1.88 0.53
C 0.71 -0.77 0.14
O 1.66 -0.36 -0.67
H 1.25 0.78 -0.80
H -0.07 0.72 1.61
H -2.12 1.18 0.19
H -1.33 0.28 -1.22
H 0.71 -2.68 0.18
```

Values from the calculation:
Energy relative to the best compared isomer or geometry (same formula, charge and spin) (kcal/mol): 78.9
Spin multiplicity: 1
LUMO level (hartree): 0.0248
DFT total energy (Ha): -322.44866

---

8.
C3H5NO2 in the gas phase, computed with ωB97M-V/def2-TZVPD.

```
11
Properties=species:S:1:pos:R:3
C -0.08 -0.64 -1.80
N 0.49 -1.22 -0.60
C 0.43 -0.59 0.48
O -0.16 0.67 0.57
C -0.25 1.24 1.80
O 0.12 0.75 2.82
H -0.28 -1.44 -2.52
H 0.64 0.06 -2.25
H -1.01 -0.09 -1.61
H 0.84 -0.96 1.42
H -0.72 2.23 1.69
```

Values from the calculation:
Energy relative to the best compared isomer or geometry (same formula, charge and spin) (kcal/mol): 29.1
Spin multiplicity: 1
LUMO level (hartree): 0.0320
DFT total energy (Ha): -322.52793

---

9.
C3H5NO2 in the gas phase, computed with ωB97M-V/def2-TZVPD.

```
11
Properties=species:S:1:pos:R:3
C 1.43 -0.97 -0.07
C 0.08 -0.41 -0.45
O -0.53 -0.77 -1.44
N -0.45 0.57 0.39
C -1.62 1.26 0.10
O -2.06 2.12 0.81
H 1.96 -1.15 -1.00
H 1.29 -1.94 0.42
H 2.01 -0.32 0.59
H 0.02 0.84 1.25
H -2.06 0.93 -0.86
```

Values from the calculation:
Energy relative to the best compared isomer or geometry (same formula, charge and spin) (kcal/mol): 0.6
Spin multiplicity: 1
LUMO level (hartree): 0.0255
DFT total energy (Ha): -322.57340

---

10.
C3H5NO2 in the gas phase, computed with ωB97M-V/def2-TZVPD.

```
11
Properties=species:S:1:pos:R:3
O -0.66 1.82 1.39
C -0.22 1.02 0.60
N 0.70 1.11 -0.42
C 0.66 -0.30 -0.80
C -0.35 -0.51 0.36
O -1.58 -1.04 -0.02
H 1.38 1.83 -0.62
H 1.61 -0.82 -0.71
H 0.21 -0.48 -1.78
H 0.09 -1.02 1.22
H -1.91 -1.62 0.68
```

Values from the calculation:
Energy relative to the best compared isomer or geometry (same formula, charge and spin) (kcal/mol): 29.3
Spin multiplicity: 1
LUMO level (hartree): 0.0259
DFT total energy (Ha): -322.52757